No. 1
{"formula": "C39H35OZr", "method": "ωB97M-V with the def2-TZVPD basis set", "total_charge": -1, "e_lumo_ev": 2.38, "max_force_ev_per_a": 3.53, "e_above_lowest_kcal_mol": 61.2, "homo_energy_ha": -0.046, "species": ["C", "C", "C", "C", "O", "C", "C", "C", "C", "C", "C", "C", "C", "C", "C", "C", "C", "C", "C", "C", "H", "H", "H", "H", "H", "H", "H", "H", "H", "H", "H", "H", "H", "H", "H", "C", "Zr", "C", "C", "C", "C", "C", "C", "C", "C", "C", "C", "C", "C", "C", "C", "C", "C", "C", "C", "C", "H", "H", "H", "H", "H", "H", "H", "H", "H", "H", "H", "H", "H", "H", "H", "H", "H", "H", "H", "H"], "coordinates": [[6.281, -2.215, -2.287], [5.348, -2.758, -3.166], [4.580, -1.951, -3.993], [4.735, -0.561, -3.896], [3.857, 0.311, -4.535], [2.513, 0.277, -4.121], [1.968, 1.390, -3.453], [0.762, 1.208, -2.788], [-0.028, 0.051, -2.887], [-1.293, 0.114, -2.156], [-2.410, -0.817, -2.429], [-3.655, -0.378, -2.002], [-4.849, -1.069, -2.272], [-4.784, -2.338, -2.907], [-3.514, -2.827, -3.275], [-2.322, -2.174, -2.883], [0.532, -1.011, -3.589], [1.768, -0.887, -4.272], [5.738, 0.009, -3.101], [6.465, -0.823, -2.253], [6.898, -2.847, -1.641], [5.217, -3.850, -3.201], [3.903, -2.392, -4.727], [2.585, 2.310, -3.391], [0.379, 2.090, -2.251], [-1.680, 1.220, -2.267], [-3.736, 0.582, -1.489], [-5.838, -0.678, -1.930], [-5.712, -2.875, -3.118], [-3.475, -3.815, -3.769], [-1.382, -2.750, -2.993], [-0.013, -1.962, -3.740], [2.157, -1.769, -4.846], [5.906, 1.072, -3.182], [7.180, -0.367, -1.594], [-0.946, 0.117, -0.439], [-1.003, 0.366, 2.348], [1.141, 0.563, 2.602], [-1.213, -0.642, 4.451], [-2.538, -0.442, 3.929], [-2.702, -1.265, 2.745], [-3.765, -1.348, 1.807], [-3.584, -2.180, 0.725], [-2.363, -2.833, 0.470], [-1.297, -2.762, 1.355], [-1.471, -1.997, 2.536], [-0.555, -1.624, 3.634], [-2.139, 2.296, 2.955], [-1.456, 2.278, 4.234], [-0.303, 3.167, 4.165], [0.662, 3.503, 5.117], [1.754, 4.273, 4.727], [1.846, 4.734, 3.381], [0.881, 4.426, 2.452], [-0.177, 3.599, 2.813], [-1.274, 2.995, 2.022], [-2.098, 0.057, -0.383], [-0.452, 1.158, -0.237], [-0.268, -0.809, -0.422], [1.301, 0.775, 3.668], [1.613, -0.378, 2.339], [1.561, 1.378, 2.015], [-0.787, -0.166, 5.329], [-3.319, 0.193, 4.369], [-4.711, -0.820, 2.003], [-4.408, -2.340, 0.022], [-2.248, -3.405, -0.437], [-0.364, -3.288, 1.218], [0.421, -2.066, 3.780], [-3.142, 1.899, 2.744], [-1.797, 1.845, 5.175], [0.551, 3.151, 6.140], [2.503, 4.542, 5.455], [2.709, 5.320, 3.113], [0.953, 4.825, 1.431], [-1.598, 3.388, 1.055]]}


No. 2
{"formula": "C6H15NS", "method": "ωB97M-V with the def2-TZVPD basis set", "total_charge": 0, "smiles": "CCN(C)CCCS", "e_lumo_ev": 0.95, "max_force_ev_per_a": 1.02, "e_above_lowest_kcal_mol": 18.2, "homo_energy_ha": -0.313, "species": ["C", "C", "N", "C", "C", "C", "C", "S", "H", "H", "H", "H", "H", "H", "H", "H", "H", "H", "H", "H", "H", "H", "H"], "coordinates": [[0.827, 3.055, 0.716], [0.510, 1.920, -0.239], [0.294, 0.616, 0.364], [1.352, 0.219, 1.275], [-0.073, -0.327, -0.676], [-0.290, -1.780, -0.214], [-1.727, -2.255, -0.427], [-1.910, -2.974, -2.100], [0.121, 3.160, 1.533], [1.812, 2.849, 1.134], [0.933, 3.997, 0.178], [1.239, 1.937, -1.080], [-0.368, 2.128, -0.834], [1.452, 0.945, 2.068], [1.031, -0.678, 1.794], [2.335, -0.040, 0.862], [0.622, -0.371, -1.533], [-1.028, 0.040, -1.052], [0.379, -2.455, -0.738], [-0.083, -1.904, 0.850], [-2.066, -2.972, 0.314], [-2.387, -1.394, -0.367], [-2.976, -3.718, -1.826]]}


No. 3
{"formula": "C32H86Br6N12O10P4", "method": "ωB97M-V with the def2-TZVPD basis set", "total_charge": -1, "s2": 0.755, "e_lumo_ev": [1.83, 1.86], "max_force_ev_per_a": 3.60, "homo_energy_ha": [-0.037, -0.217], "spin_multiplicity": 2, "species": ["C", "Br", "Br", "Br", "H", "C", "Br", "Br", "Br", "H", "O", "P", "N", "C", "C", "N", "C", "C", "N", "C", "C", "H", "H", "H", "H", "H", "H", "H", "H", "H", "H", "H", "H", "H", "H", "H", "H", "H", "H", "O", "P", "N", "C", "C", "N", "C", "C", "N", "C", "C", "H", "H", "H", "H", "H", "H", "H", "H", "H", "H", "H", "H", "H", "H", "H", "H", "H", "H", "O", "P", "N", "C", "C", "N", "C", "C", "N", "C", "C", "H", "H", "H", "H", "H", "H", "H", "H", "H", "H", "H", "H", "H", "H", "H", "H", "H", "H", "O", "P", "N", "C", "C", "N", "C", "C", "N", "C", "C", "H", "H", "H", "H", "H", "H", "H", "H", "H", "H", "H", "H", "H", "H", "H", "H", "H", "H", "C", "O", "C", "O", "O", "C", "H", "H", "H", "H", "H", "H", "C", "O", "C", "O", "O", "C", "H", "H", "H", "H", "H", "H"], "coordinates": [[-9.060, 22.404, 10.160], [-8.559, 23.239, 11.902], [-10.917, 21.739, 10.292], [-7.715, 21.030, 9.556], [-8.963, 23.159, 9.380], [-12.526, 26.021, 9.981], [-13.689, 24.744, 10.877], [-10.636, 25.473, 10.038], [-12.822, 27.843, 10.712], [-12.805, 25.970, 8.929], [-9.641, 24.562, 16.687], [-10.886, 23.822, 16.378], [-10.532, 22.130, 16.130], [-11.374, 21.106, 15.480], [-9.532, 21.548, 17.091], [-11.648, 24.464, 14.977], [-12.557, 23.791, 14.050], [-11.657, 25.887, 14.791], [-12.059, 23.718, 17.575], [-11.808, 23.193, 18.922], [-13.490, 23.723, 17.353], [-12.221, 20.868, 16.124], [-10.868, 20.141, 15.496], [-11.621, 21.368, 14.451], [-8.611, 21.321, 16.555], [-9.822, 20.721, 17.740], [-9.322, 22.361, 17.786], [-11.959, 23.391, 13.232], [-13.188, 23.039, 14.524], [-13.231, 24.536, 13.628], [-12.167, 26.207, 13.883], [-12.197, 26.389, 15.594], [-10.622, 26.167, 14.989], [-11.553, 22.134, 18.882], [-10.966, 23.714, 19.377], [-12.663, 23.159, 19.599], [-14.084, 24.252, 18.099], [-13.876, 22.704, 17.385], [-13.613, 24.266, 16.416], [-9.256, 31.355, 12.134], [-8.761, 30.262, 13.020], [-9.834, 29.587, 14.104], [-11.240, 29.711, 13.709], [-9.391, 28.653, 15.133], [-7.480, 30.920, 13.969], [-6.365, 31.568, 13.275], [-7.850, 31.741, 15.116], [-8.137, 28.873, 12.150], [-7.135, 27.921, 12.635], [-8.871, 28.398, 10.932], [-11.521, 30.764, 13.690], [-11.829, 29.224, 14.486], [-11.420, 29.224, 12.751], [-9.599, 27.660, 14.735], [-9.954, 28.893, 16.035], [-8.317, 28.630, 15.316], [-6.129, 30.923, 12.429], [-6.592, 32.598, 13.002], [-5.542, 31.581, 13.989], [-8.422, 32.633, 14.860], [-8.406, 31.168, 15.859], [-7.008, 32.127, 15.690], [-6.711, 27.312, 11.837], [-6.357, 28.477, 13.159], [-7.634, 27.159, 13.234], [-9.228, 29.237, 10.335], [-9.701, 27.738, 11.184], [-8.160, 27.856, 10.309], [-12.837, 27.503, 7.130], [-13.628, 28.294, 6.119], [-14.254, 29.728, 6.854], [-15.170, 30.515, 6.086], [-14.498, 29.675, 8.308], [-14.990, 27.440, 5.592], [-15.149, 25.933, 5.839], [-16.008, 28.010, 4.638], [-12.701, 28.750, 4.824], [-12.216, 27.751, 3.854], [-11.772, 29.837, 4.992], [-16.116, 29.983, 5.993], [-14.697, 30.811, 5.149], [-15.390, 31.416, 6.659], [-13.625, 29.473, 8.929], [-15.107, 28.783, 8.458], [-15.144, 30.443, 8.734], [-15.923, 25.680, 6.564], [-15.344, 25.523, 4.847], [-14.203, 25.483, 6.138], [-15.553, 28.901, 4.206], [-16.324, 27.313, 3.861], [-16.929, 28.311, 5.138], [-11.132, 27.686, 3.951], [-12.700, 26.789, 4.027], [-12.452, 27.985, 2.816], [-11.539, 30.279, 4.024], [-10.781, 29.612, 5.387], [-12.277, 30.611, 5.570], [-19.970, 26.345, 8.223], [-19.802, 26.375, 9.717], [-18.165, 26.493, 10.382], [-17.036, 25.853, 9.649], [-17.986, 26.679, 11.794], [-20.217, 24.875, 10.351], [-20.018, 24.601, 11.699], [-20.370, 23.741, 9.462], [-20.772, 27.523, 10.505], [-22.177, 27.297, 10.591], [-20.433, 28.931, 10.610], [-16.118, 25.975, 10.222], [-16.793, 26.336, 8.702], [-17.277, 24.810, 9.441], [-17.460, 25.781, 12.117], [-18.863, 27.043, 12.329], [-17.198, 27.414, 11.962], [-20.147, 25.513, 12.283], [-20.642, 23.872, 12.215], [-19.052, 24.114, 11.834], [-21.125, 23.098, 9.913], [-20.762, 24.055, 8.494], [-19.440, 23.174, 9.412], [-22.546, 27.529, 11.590], [-22.783, 27.907, 9.922], [-22.410, 26.257, 10.362], [-19.497, 28.999, 11.163], [-21.241, 29.495, 11.078], [-20.295, 29.287, 9.590], [-14.610, 28.266, 13.978], [-14.685, 27.186, 14.848], [-15.739, 27.093, 15.657], [-16.806, 27.676, 15.550], [-15.426, 26.254, 16.692], [-16.376, 26.137, 17.811], [-13.642, 28.349, 13.485], [-14.963, 29.196, 14.424], [-15.442, 28.001, 13.326], [-16.482, 27.077, 18.353], [-16.116, 25.439, 18.607], [-17.347, 25.818, 17.433], [-15.210, 21.913, 8.398], [-13.894, 22.624, 8.348], [-13.365, 23.052, 7.229], [-13.805, 22.844, 6.120], [-12.211, 23.698, 7.509], [-11.512, 24.472, 6.531], [-15.045, 20.935, 8.849], [-15.744, 21.819, 7.453], [-15.859, 22.417, 9.114], [-10.523, 24.597, 6.970], [-12.064, 25.411, 6.498], [-11.521, 23.961, 5.568]]}


No. 4
{"formula": "C11H19FeN4O3PS", "method": "ωB97M-V with the def2-TZVPD basis set", "total_charge": 2, "s2": 6.016, "e_lumo_ev": [-8.54, -8.78], "max_force_ev_per_a": 4.31, "e_above_lowest_kcal_mol": 2.8, "homo_energy_ha": [-0.474, -0.474], "spin_multiplicity": 5, "species": ["Fe", "C", "C", "N", "N", "C", "N", "S", "C", "C", "C", "C", "C", "N", "H", "H", "H", "H", "H", "H", "H", "H", "H", "H", "C", "O", "P", "O", "C", "O", "C", "H", "H", "H", "H", "H", "H", "H", "H", "H"], "coordinates": [[-1.159, 3.292, 0.317], [-4.044, 1.400, -1.596], [-2.768, 1.566, -0.806], [-1.707, 2.272, -1.201], [-1.357, 2.699, -2.516], [-0.513, 3.824, -2.557], [-0.163, 4.377, -3.735], [0.034, 4.552, -1.042], [-2.774, 1.152, 0.566], [-3.482, 0.009, 0.985], [-3.500, -0.258, 2.354], [-2.752, 0.551, 3.236], [-2.103, 1.707, 2.790], [-2.002, 1.960, 1.454], [-4.480, 0.510, -1.204], [-4.692, 2.275, -1.480], [-3.914, 1.308, -2.654], [-1.262, 2.002, -3.257], [-0.459, 3.907, -4.571], [0.339, 5.236, -3.725], [-4.079, -0.600, 0.355], [-4.037, -1.117, 2.645], [-2.634, 0.272, 4.304], [-1.621, 2.442, 3.467], [3.579, -4.170, 2.109], [3.281, -4.296, 0.759], [2.335, -3.063, 0.132], [3.365, -1.766, 0.555], [2.973, -0.628, 1.359], [2.645, -3.371, -1.425], [4.022, -3.603, -1.835], [3.679, -5.167, 2.552], [2.879, -3.593, 2.699], [4.600, -3.746, 2.240], [1.914, -0.493, 1.494], [3.395, 0.240, 0.824], [3.438, -0.720, 2.352], [4.050, -4.441, -2.542], [4.720, -3.812, -0.997], [4.252, -2.709, -2.406]]}


Across the entries above, electronic energy takes the values -44334.380; -18789.799; -530346.425; -78312.825 eV, respectively.